[1]
Computed, not measured: a structure of composition C41H47N2O2P2PdS2SeSi, with the ωB97M-V functional and the def2-TZVPD basis.

The geometry in XYZ format:
```
99
C41H47N2O2P2PdS2SeSi the ωB97M-V functional and the def2-TZVPD basis
Pd -0.202 -0.030 0.071
C 6.446 -1.589 3.944
S 5.337 -1.909 5.330
C 3.962 -2.702 4.462
C 3.344 -1.855 3.364
C 2.104 -2.525 2.780
N 1.336 -1.680 1.872
P 1.773 -0.972 0.394
C 3.183 0.159 0.698
C 4.503 -0.106 0.340
C 5.514 0.783 0.683
C 5.218 1.953 1.369
C 3.902 2.243 1.700
C 2.897 1.352 1.357
C 2.509 -2.138 -0.766
C 3.471 -3.083 -0.415
C 4.064 -3.871 -1.391
C 3.713 -3.703 -2.723
C 2.762 -2.756 -3.077
C 2.153 -1.979 -2.104
P -0.136 -0.823 2.241
C 0.304 0.161 3.719
C 0.382 1.546 3.624
C 0.811 2.306 4.701
C 1.155 1.689 5.895
C 1.049 0.311 6.015
C 0.618 -0.447 4.935
C -1.222 -2.101 2.934
C -1.161 -3.386 2.414
C -1.999 -4.380 2.900
C -2.916 -4.086 3.898
C -3.000 -2.794 4.403
C -2.159 -1.803 3.924
H 7.387 -1.238 4.366
H 6.052 -0.822 3.280
H 6.637 -2.504 3.381
H 3.226 -2.911 5.243
H 4.298 -3.667 4.070
H 4.073 -1.692 2.569
H 3.082 -0.869 3.755
H 1.426 -2.829 3.580
H 2.375 -3.455 2.267
H 4.756 -1.000 -0.213
H 6.536 0.563 0.401
H 6.010 2.647 1.624
H 3.644 3.168 2.199
H 1.867 1.602 1.574
H 3.767 -3.209 0.618
H 4.799 -4.614 -1.108
H 4.175 -4.319 -3.485
H 2.473 -2.635 -4.113
H 1.382 -1.268 -2.371
H 0.086 2.030 2.704
H 0.871 3.383 4.605
H 1.494 2.281 6.737
H 1.301 -0.175 6.949
H 0.511 -1.517 5.048
H -0.464 -3.588 1.616
H -1.942 -5.379 2.486
H -3.574 -4.860 4.275
H -3.727 -2.556 5.170
H -2.238 -0.792 4.300
O -2.224 0.834 2.458
C -2.688 1.055 1.338
C -4.085 1.606 1.125
C -4.215 1.698 -0.386
C -2.882 1.164 -0.910
O -2.610 1.053 -2.077
N -2.057 0.840 0.163
H -4.168 2.563 1.641
H -4.797 0.922 1.586
H -4.353 2.713 -0.756
H -5.015 1.082 -0.795
S 0.756 1.563 -1.498
C 1.077 3.014 -0.566
C 2.184 3.806 -0.907
C 2.494 4.958 -0.205
C 1.712 5.365 0.873
C 0.606 4.597 1.215
C 0.292 3.449 0.502
H 2.814 3.484 -1.728
H 3.362 5.538 -0.495
H 1.956 6.263 1.427
H -0.031 4.896 2.041
H -0.584 2.867 0.767
C -0.324 -4.940 -3.050
Si -0.873 -4.481 -1.309
C -2.492 -5.379 -0.994
C 0.391 -5.350 -0.203
Se -1.191 -2.283 -1.215
H -0.439 -6.014 -3.238
H 0.729 -4.678 -3.188
H -0.907 -4.388 -3.788
H -2.345 -6.464 -0.964
H -3.207 -5.148 -1.786
H -2.933 -5.054 -0.049
H 0.574 -6.341 -0.631
H 0.062 -5.499 0.826
H 1.340 -4.813 -0.192
```

**E**: -6148.700445 Eh
**Kohn-Sham gap**: 0.229 Eh
**Relative energy (zero: lowest compared OMol25 entry of this formula, charge and spin)**: 0.013 eV
**Net charge**: -1

Which charges does Löwdin predict for the atoms? In e, they are: Pd 0.33; C -0.42; S 0.78; C -0.52; C -0.26; C -0.25; N -0.40; P 0.83; C -0.31; C -0.08; C -0.09; C -0.09; C -0.06; C -0.10; C -0.35; C -0.12; C -0.09; C -0.09; C -0.08; C -0.12; P 0.94; C -0.32; C -0.10; C -0.07; C -0.09; C -0.08; C -0.10; C -0.32; C -0.10; C -0.08; C -0.09; C -0.08; C -0.09; H 0.03; H 0.02; H 0.04; H 0.07; H 0.08; H 0.08; H 0.11; H 0.10; H 0.11; H 0.09; H 0.10; H 0.10; H 0.11; H 0.06; H 0.09; H 0.10; H 0.10; H 0.11; H 0.05; H 0.07; H 0.10; H 0.10; H 0.10; H 0.10; H 0.05; H 0.10; H 0.10; H 0.10; H 0.10; O -0.04; C -0.51; C -0.09; C -0.09; C -0.52; O 0.04; N -0.02; H 0.12; H 0.12; H 0.12; H 0.12; S 0.59; C -0.69; C -0.14; C -0.12; C -0.13; C -0.11; C -0.15; H 0.09; H 0.09; H 0.09; H 0.10; H 0.07; C -0.24; Si 0.00; C -0.25; C -0.21; Se 0.28; H 0.02; H 0.00; H 0.02; H 0.02; H 0.02; H 0.01; H 0.03; H 0.00; H 0.00


[2]
Computed, not measured: a cluster of 3 separate species, C12H15F9O6 in total, with the ωB97M-V functional and the def2-TZVPD basis.

The geometry in XYZ format:
```
42
C12H15F9O6 the ωB97M-V functional and the def2-TZVPD basis
C -0.391 23.439 -19.746
C 0.038 22.181 -19.011
O -0.601 20.910 -19.294
C -0.473 19.910 -18.440
O 0.030 19.924 -17.308
C -1.056 18.600 -18.980
F -0.117 17.844 -19.508
F -1.685 17.973 -17.989
F -1.903 18.835 -19.946
H -0.995 23.223 -20.627
H 0.413 24.146 -19.953
H -0.990 24.070 -19.089
H 0.058 22.342 -17.933
H 1.013 21.961 -19.448
C -4.421 18.114 -16.366
C -3.675 19.266 -15.732
O -3.696 19.288 -14.310
C -2.659 18.694 -13.602
O -1.655 18.197 -14.144
C -2.747 18.875 -12.082
F -1.578 18.776 -11.550
F -3.103 20.069 -11.704
F -3.502 17.945 -11.507
H -5.495 18.229 -16.220
H -4.141 17.193 -15.854
H -4.523 17.981 -17.443
H -4.157 20.165 -16.116
H -2.654 19.411 -16.084
C -8.838 20.040 -16.531
C -9.719 19.107 -17.313
O -8.869 18.031 -17.715
C -9.133 16.686 -17.385
O -10.138 16.320 -16.805
C -8.026 15.761 -17.951
F -8.513 15.320 -19.142
F -6.889 16.393 -18.123
F -7.828 14.681 -17.186
H -9.404 20.938 -16.281
H -8.000 20.326 -17.166
H -8.537 19.627 -15.568
H -10.164 19.706 -18.107
H -10.583 18.897 -16.682
```

**E**: -1816.466771 Eh
**Kohn-Sham gap**: 0.430 Eh
**Relative energy (zero: lowest compared OMol25 entry of this formula, charge and spin)**: 2.162 eV

Which charges does Löwdin predict for the atoms? In e, they are: C -0.06; C -0.17; O 0.04; C -0.36; O 0.13; C -0.61; F 0.20; F 0.17; F 0.19; H 0.08; H 0.08; H 0.07; H 0.13; H 0.13; C -0.06; C -0.23; O 0.02; C -0.27; O 0.14; C -0.64; F 0.20; F 0.20; F 0.18; H 0.06; H 0.09; H 0.08; H 0.12; H 0.10; C -0.08; C -0.24; O -0.01; C -0.28; O 0.15; C -0.55; F 0.15; F 0.19; F 0.17; H 0.08; H 0.08; H 0.08; H 0.12; H 0.12


[3]
Computed, not measured: the molecule C5H7FN2, with the ωB97M-V functional and the def2-TZVPD basis.

The geometry in XYZ format:
```
15
C5H7FN2 the ωB97M-V functional and the def2-TZVPD basis
C 1.107 0.717 1.142
C 1.904 0.091 0.071
C -0.163 0.425 1.374
C 1.325 -0.799 -0.726
C -0.945 -0.122 0.134
N -0.217 -1.175 -0.572
N -0.946 -1.435 -1.732
F 2.014 -1.723 -1.378
H 1.644 1.350 1.942
H 2.985 0.283 -0.074
H -0.591 0.824 2.311
H -1.887 -0.650 0.476
H -1.167 0.810 -0.620
H -0.631 -2.354 -1.980
H -0.709 -0.801 -2.442
```

**E**: -403.980600 Eh
**Kohn-Sham gap**: 0.334 Eh
**Relative energy (zero: lowest compared OMol25 entry of this formula, charge and spin)**: 3.436 eV

Which charges does Löwdin predict for the atoms? In e, they are: C -0.14; C -0.04; C -0.10; C -0.23; C -0.20; N -0.17; N 0.03; F 0.09; H 0.13; H 0.12; H 0.10; H 0.12; H 0.15; H 0.08; H 0.06